1.
27
Properties=species:S:1:pos:R:3:forces:R:3 method="wB97M-V/def2-TZVPD" mol_weight_g_mol=211.24 e_tot_ha=-686.70889 gap_ev=5.225 total_charge=-1 homo_energy_ev=-2.929 multiplicity=1
N -2.876 2.481 -0.769 2.8 -0.3 0.6
C -1.742 2.342 -0.495 -3.1 0.4 -0.7
C -0.367 2.181 -0.172 0.7 0.7 1.3
C 0.544 3.027 -0.717 -1.1 0.4 -0.1
C 1.928 2.830 -0.566 3.1 -0.1 0.4
N 3.094 2.712 -0.527 -2.4 0.3 -0.1
H -0.142 1.599 0.741 -0.1 -0.1 -1.0
H 0.242 3.956 -1.236 0.1 -1.0 -0.2
C 3.186 -0.192 0.858 0.3 0.2 0.1
C 1.682 -0.169 1.024 -0.8 0.1 -1.2
C 0.871 -0.278 -0.154 1.6 0.1 0.4
C -0.392 -0.919 -0.133 -0.7 -0.4 0.0
C -1.251 -0.931 1.003 0.1 -0.1 -0.2
C -2.448 -1.628 0.977 0.0 -0.6 -0.7
C -2.799 -2.394 -0.150 -0.1 0.2 0.0
C -1.959 -2.397 -1.281 0.0 0.1 0.2
C -0.784 -1.654 -1.282 -0.5 -0.1 0.3
O 1.203 -0.089 2.169 0.1 0.1 0.6
H 3.513 0.181 -0.113 -0.1 -0.1 0.0
H 3.628 0.441 1.629 0.1 0.0 0.0
H 3.565 -1.211 1.003 -0.1 0.1 0.0
H 1.354 -0.179 -1.125 0.1 -0.3 0.1
H -0.922 -0.442 1.912 -0.1 0.1 -0.2
H -3.103 -1.617 1.849 0.1 0.0 -0.2
H -3.728 -2.972 -0.157 0.3 0.2 0.0
H -2.209 -3.008 -2.158 0.0 0.3 0.4
H -0.090 -1.672 -2.127 -0.3 0.0 0.2

2.
39
Properties=species:S:1:pos:R:3:forces:R:3 method="wB97M-V/def2-TZVPD" mol_weight_g_mol=711.36 e_tot_ha=-6606.00571 gap_ev="5.985 / 6.553" total_charge=+3 homo_energy_ev="-19.160 / -18.994" multiplicity=1
Re 0.237 0.153 -0.890 0.1 0.1 -0.2
C 1.527 4.935 -2.787 0.0 0.0 0.0
C 2.287 3.720 -2.426 0.0 0.0 0.0
N 3.541 3.483 -2.660 0.0 0.0 0.0
N 3.801 2.247 -2.163 0.0 0.0 0.0
C 2.744 1.688 -1.623 -0.1 0.0 0.0
S 2.480 0.186 -0.757 0.1 0.0 0.0
N 1.763 2.598 -1.774 0.0 0.0 0.0
N 0.462 2.330 -1.278 0.0 0.0 -0.1
H 2.219 5.650 -3.229 0.0 0.0 0.0
H 1.070 5.396 -1.909 0.0 0.0 0.0
H 0.754 4.711 -3.527 0.0 0.0 0.0
H 4.741 1.868 -2.248 0.0 0.0 0.0
H -0.211 2.644 -1.984 0.0 0.0 0.0
H 0.301 2.910 -0.446 0.0 0.0 0.0
Br -2.360 0.483 -0.878 -0.1 0.0 0.0
C -2.541 -0.523 0.711 0.0 0.0 0.0
C -3.799 -1.003 1.081 0.0 0.0 0.0
C -3.912 -1.752 2.239 0.0 0.0 -0.1
C -2.782 -1.983 3.013 0.0 0.0 0.0
C -1.524 -1.470 2.633 0.0 0.0 0.0
C -0.418 -1.629 3.473 0.0 0.0 0.0
C 0.828 -1.053 3.157 0.0 0.0 0.1
C 0.992 -0.382 1.982 0.0 0.1 -0.1
C -0.067 -0.241 1.001 -0.1 -0.1 0.4
C -1.378 -0.733 1.423 0.1 0.0 0.0
H -4.669 -0.801 0.468 0.0 0.0 0.0
H -4.875 -2.144 2.537 0.0 0.0 0.0
H -2.861 -2.552 3.931 0.0 0.0 0.0
H -0.529 -2.187 4.397 0.0 0.0 0.0
H 1.659 -1.164 3.841 0.0 0.0 0.0
H 1.966 0.035 1.776 0.0 0.0 0.0
F -0.142 -1.286 -1.943 0.0 0.1 -0.1
As -0.217 -4.039 -0.899 0.0 0.0 0.0
F 0.607 -2.994 0.222 0.0 0.0 0.0
F 1.206 -4.000 -1.802 0.0 0.0 0.0
F -0.194 -5.448 -0.034 0.0 0.0 0.0
F -1.078 -4.418 -2.290 0.0 0.0 0.0
F -1.628 -3.234 -0.336 0.0 0.0 0.0

3.
30
Properties=species:S:1:pos:R:3:forces:R:3 method="wB97M-V/def2-TZVPD" mol_weight_g_mol=345.64 e_tot_ha=-1235.60647 gap_ev="8.863 / 7.170" total_charge=+2 homo_energy_ev="-17.365 / -17.356" multiplicity=3
Cl -0.077 3.261 -0.676 -0.2 -1.3 -0.1
C -2.176 0.164 -1.561 -0.1 -0.6 -0.9
C -1.340 -0.969 -1.301 0.0 0.2 -1.1
C -0.072 -0.744 -1.957 -0.5 -0.2 -0.6
H -1.645 -1.873 -0.783 0.0 0.4 0.1
C -0.138 0.525 -2.648 -0.4 -0.7 -0.6
C -1.454 1.054 -2.416 0.0 -0.4 -0.5
H -1.833 1.967 -2.876 0.1 -0.1 0.5
H -3.197 0.292 -1.213 0.2 0.0 -0.1
H 0.788 -1.416 -2.009 -0.3 0.2 0.2
C 0.949 1.137 -3.480 0.1 0.2 0.1
Mo -0.330 0.845 -0.459 1.0 1.9 3.2
C 1.688 1.246 -0.073 6.1 1.9 1.0
O 2.771 1.591 0.171 -4.8 -1.7 -1.1
C -1.487 1.711 1.094 -3.1 3.1 3.9
O -2.040 2.316 1.914 2.3 -2.7 -3.4
H 1.940 0.876 -3.086 -0.2 0.0 -0.2
H 0.860 2.231 -3.495 0.0 -0.3 0.0
H 0.875 0.769 -4.513 0.0 0.1 0.3
C 0.796 -2.007 3.648 -0.1 0.0 -0.2
C 0.942 -0.621 3.646 -0.1 0.4 -0.4
C 0.619 0.106 2.497 0.0 -0.3 0.3
N 0.167 -0.489 1.363 0.0 -0.2 -0.4
C 0.061 -1.840 1.361 0.0 -0.2 0.3
C 0.336 -2.621 2.481 0.0 0.2 -0.3
H 1.037 -2.597 4.533 -0.1 0.2 -0.3
H 1.301 -0.082 4.521 -0.1 -0.1 -0.2
H 0.723 1.193 2.477 0.0 -0.3 0.1
H -0.253 -2.321 0.434 0.2 0.2 0.5
H 0.187 -3.702 2.408 0.1 0.4 0.1

4.
38
Properties=species:S:1:pos:R:3:forces:R:3 method="wB97M-V/def2-TZVPD" mol_weight_g_mol=598.54 e_tot_ha=-3437.34949 gap_ev=4.540 total_charge=-2 homo_energy_ev=-0.688 multiplicity=1
Cs 0.421 1.475 0.153 0.7 -0.2 0.2
C 1.135 -2.306 2.365 0.0 0.0 0.0
C 0.155 -2.138 1.236 0.0 0.0 0.0
C 0.601 -2.185 -0.084 0.0 0.0 0.0
C -0.259 -1.930 -1.147 0.0 0.0 0.0
C 0.273 -1.893 -2.557 0.0 0.0 0.1
C -1.597 -1.653 -0.884 0.0 0.0 0.0
C -2.078 -1.631 0.421 -0.1 0.0 0.0
C -3.527 -1.321 0.702 0.1 0.0 0.0
C -1.191 -1.867 1.469 0.0 0.0 -0.1
H 1.723 -1.391 2.478 0.0 0.0 0.0
H 1.849 -3.103 2.152 0.0 0.0 0.0
H 0.624 -2.526 3.304 0.0 0.0 0.0
H 1.649 -2.378 -0.279 0.0 0.0 0.0
H -0.520 -2.075 -3.283 0.0 0.0 0.0
H 1.064 -2.632 -2.697 0.0 0.0 0.0
H 0.708 -0.914 -2.769 0.0 0.0 0.0
H -2.275 -1.434 -1.703 0.0 0.0 0.0
H -4.158 -1.586 -0.146 0.0 0.0 0.0
H -3.651 -0.250 0.871 0.0 0.0 0.0
H -3.876 -1.860 1.586 0.0 0.0 0.0
H -1.570 -1.826 2.487 0.1 0.0 0.0
S 7.829 3.544 0.794 0.2 0.1 0.0
C 6.348 2.801 1.010 -0.4 -0.2 0.1
S 5.130 3.343 2.080 -0.1 -0.1 -0.1
C 3.863 2.119 1.806 0.4 0.5 0.2
C 4.209 1.175 0.894 0.6 -0.2 -0.3
S 3.459 -0.273 0.277 -0.4 0.1 0.1
S 5.831 1.386 0.200 -0.1 0.1 0.0
S 2.493 2.402 2.839 -0.4 -0.3 -0.1
F -4.586 3.423 -1.021 0.0 0.0 0.0
C -3.481 3.365 -1.783 -0.1 0.1 0.0
F -3.861 3.591 -3.051 0.0 0.0 0.0
F -2.687 4.382 -1.415 0.0 0.0 0.0
S -2.632 1.747 -1.610 0.1 -0.1 0.1
O -1.407 1.932 -2.364 -0.2 -0.1 -0.1
O -3.598 0.823 -2.157 0.1 0.0 0.0
O -2.411 1.665 -0.175 -0.5 0.0 -0.1

5.
32
Properties=species:S:1:pos:R:3:forces:R:3 method="wB97M-V/def2-TZVPD" smiles="CCOC(=O)c1nnn2c3ccccc3c(=O)n(C)c12" mol_weight_g_mol=272.26 e_tot_ha=-947.34531 gap_ev=9.181 homo_energy_ev=-9.184 multiplicity=1
C 5.436 1.185 1.134 -0.4 -0.2 -0.2
C 4.021 1.115 0.583 0.3 0.7 0.4
O 3.905 -0.109 -0.136 0.2 -0.2 -0.1
C 2.745 -0.613 -0.537 -0.2 -0.5 -0.3
O 2.733 -1.678 -1.113 0.1 0.3 0.1
C 1.500 0.148 -0.304 -0.7 -0.5 0.1
N 1.450 1.499 -0.419 0.3 0.1 -0.1
N 0.256 1.917 -0.350 -0.5 1.2 -0.1
N -0.551 0.862 -0.171 1.0 -1.4 0.0
C -1.925 0.892 -0.063 -0.9 -0.1 0.1
C -2.643 2.080 -0.141 0.1 0.0 0.0
C -4.019 2.035 -0.034 0.1 -0.1 0.0
C -4.675 0.822 0.151 -0.1 -0.1 0.0
C -3.959 -0.353 0.233 0.1 0.0 0.0
C -2.568 -0.335 0.126 -0.1 0.4 0.0
C -1.811 -1.592 0.239 0.0 -0.2 0.0
O -2.333 -2.666 0.453 -0.1 0.1 0.0
N -0.430 -1.485 0.100 -0.2 -0.1 -0.1
C 0.365 -2.685 0.266 0.3 -0.6 0.0
C 0.178 -0.293 -0.137 0.5 0.8 0.0
H 5.571 2.116 1.676 0.0 0.1 0.1
H 6.152 1.138 0.319 0.1 0.0 -0.1
H 5.620 0.350 1.805 0.1 -0.1 0.1
H 3.286 1.145 1.395 0.1 0.0 -0.1
H 3.822 1.952 -0.093 0.0 -0.2 0.2
H -2.108 3.004 -0.287 0.0 0.1 0.0
H -4.588 2.950 -0.096 0.0 0.1 0.0
H -5.751 0.802 0.232 -0.1 0.0 0.0
H -4.444 -1.306 0.379 0.0 -0.1 0.0
H 0.927 -2.633 1.200 0.0 0.0 0.0
H -0.322 -3.528 0.302 0.1 0.1 0.1
H 1.066 -2.795 -0.560 -0.2 0.0 0.1

6.
31
Properties=species:S:1:pos:R:3:forces:R:3 method="wB97M-V/def2-TZVPD" smiles="Cc1cccc(CSc2nc3[nH]ncc3c(=O)[nH]2)c1" mol_weight_g_mol=272.33 e_tot_ha=-1195.08018 gap_ev=9.196 homo_energy_ev=-8.650 multiplicity=1
C -2.641 -3.024 0.826 0.0 0.0 0.1
C -3.032 -1.618 0.487 -0.1 0.0 0.0
C -4.213 -1.073 0.976 0.0 0.0 0.0
C -4.559 0.234 0.684 -0.1 0.1 0.0
C -3.731 1.016 -0.101 0.1 -0.1 -0.1
C -2.549 0.485 -0.604 -0.1 -0.1 0.0
C -1.637 1.325 -1.435 0.4 0.2 0.3
S -0.487 2.293 -0.376 -0.3 0.3 -0.1
C 0.837 1.175 -0.189 -0.2 -0.4 -0.4
N 0.845 0.055 -0.841 -0.2 0.0 -0.1
C 1.941 -0.704 -0.608 0.6 0.4 0.6
N 2.214 -1.908 -1.137 -0.3 0.4 0.1
N 3.388 -2.387 -0.694 0.6 -0.7 0.0
C 3.881 -1.493 0.129 -0.2 0.1 -0.1
C 3.014 -0.384 0.238 -0.5 -0.3 -0.5
C 3.003 0.862 0.952 -0.1 -0.1 -0.1
O 3.813 1.329 1.715 0.2 0.1 0.2
N 1.822 1.584 0.651 -0.1 0.2 0.1
C -2.209 -0.827 -0.302 -0.1 0.0 0.0
H -2.111 -3.043 1.779 0.0 -0.1 0.0
H -3.520 -3.659 0.920 0.0 -0.1 0.0
H -1.983 -3.440 0.067 0.0 -0.1 0.0
H -4.864 -1.677 1.590 -0.1 -0.1 0.1
H -5.480 0.647 1.069 -0.1 0.0 0.0
H -3.998 2.038 -0.326 -0.1 0.1 0.0
H -2.183 2.077 -2.004 0.1 0.0 0.0
H -1.000 0.729 -2.084 -0.1 0.1 -0.1
H 1.666 -2.438 -1.796 0.1 0.1 0.1
H 4.821 -1.651 0.616 0.2 -0.1 0.1
H 1.727 2.482 1.112 0.1 -0.1 0.0
H -1.283 -1.230 -0.686 0.0 0.0 0.0